(1)
The following is a DFT calculation (ωB97M-V/def2-TZVPD) of a molecular structure, C46H70BFN8SSiTeY.

Energy relative to the best compared isomer or geometry (same formula, charge and spin), kcal per mole: 15.09
E_HOMO, eV: -3.711
Total charge: -1
Multiplicity: 1
Energy, eV: -91210.721

```
130
C46H70BFN8SSiTeY (ωB97M-V/def2-TZVPD)
Y 0.57883 -1.27000 0.47944
C 2.69438 0.78555 -3.87097
C 2.66413 1.22160 -2.40488
C 3.65987 2.35391 -2.15915
C 1.27571 1.62307 -2.01202
C 0.68009 2.80711 -2.44189
C -0.56954 2.82001 -1.86527
C -1.53562 3.97392 -1.87808
C -1.16282 4.95806 -0.76699
C -1.54523 4.67201 -3.23550
N -0.70133 1.67538 -1.16061
N 0.44004 0.92567 -1.23165
B -1.97133 1.19136 -0.43780
N -1.83119 1.17753 1.09986
N -1.12321 0.22142 1.77357
C -1.36199 0.43293 3.08202
C -2.16428 1.56553 3.23490
C -2.45184 2.00397 1.96501
C -3.31824 3.18186 1.62094
C -2.87167 4.41599 2.40887
C -4.78722 2.87557 1.92169
C -1.00679 -0.48664 4.22781
C 0.47231 -0.59501 4.57270
C -1.78534 -0.11137 5.49031
N -2.46410 -0.13853 -1.02670
N -1.79710 -1.33219 -0.89735
C -2.53945 -2.23478 -1.55439
C -3.66907 -1.62613 -2.09898
C -3.58696 -0.30089 -1.76161
C -4.52138 0.74889 -2.30744
C -3.83620 1.58486 -3.38940
C -5.28465 1.60838 -1.30141
C -2.26103 -3.68865 -1.80815
C -1.14400 -3.85372 -2.83590
C -2.08148 -4.52767 -0.55556
H 3.68646 0.42274 -4.14509
H 1.97461 -0.01020 -4.06542
H 2.44292 1.62585 -4.52190
H 2.95903 0.38907 -1.77967
H 3.42697 3.22927 -2.76909
H 3.66231 2.66207 -1.11442
H 4.66933 2.02686 -2.41756
H 1.11989 3.56648 -3.06388
H -2.54136 3.60910 -1.67564
H -0.17873 5.38958 -0.96008
H -1.89144 5.76871 -0.70483
H -1.11110 4.45783 0.19746
H -0.58055 5.13926 -3.44139
H -1.75941 3.97460 -4.04545
H -2.30073 5.45896 -3.24882
H -2.82056 1.97796 -0.68523
H -2.51617 1.99307 4.15483
H -3.21429 3.40311 0.55895
H -3.00980 4.26042 3.47940
H -1.81917 4.64379 2.24262
H -3.46471 5.28593 2.11976
H -4.93396 2.77770 2.99886
H -5.43336 3.67806 1.56118
H -5.10437 1.94281 1.45883
H -1.35527 -1.46917 3.91723
H 0.79858 0.27006 5.15175
H 0.64439 -1.48989 5.17392
H 1.10367 -0.64784 3.69086
H -1.51207 0.88512 5.84455
H -2.86411 -0.13694 5.33453
H -1.54089 -0.81715 6.28492
H -4.43707 -2.09844 -2.68658
H -5.28046 0.14214 -2.81443
H -2.93023 2.04870 -3.01089
H -3.55118 0.95919 -4.23609
H -4.49997 2.37379 -3.74894
H -4.68011 2.41396 -0.88945
H -6.14440 2.06175 -1.79930
H -5.65867 1.00845 -0.47176
H -3.18162 -4.03509 -2.29448
H -0.19522 -3.47212 -2.45643
H -0.99099 -4.90612 -3.07379
H -1.39199 -3.31951 -3.75567
H -1.17980 -4.26384 -0.01755
H -2.92959 -4.40656 0.12001
H -1.99498 -5.58213 -0.82583
C 1.03479 2.91252 1.08573
Si 2.30171 1.96434 2.05874
C 1.94314 2.49036 3.83696
C 3.97304 2.73633 1.57277
N 2.29105 0.23921 1.83459
C 3.21792 -0.42880 2.60212
C 4.25800 0.12185 3.39862
C 5.15156 -0.65574 4.12099
C 5.08641 -2.04068 4.11030
C 4.09519 -2.63645 3.34189
C 3.23322 -1.83046 2.64709
F 2.29135 -2.44080 1.85827
H 1.02688 3.92053 1.51192
H 0.03803 2.50178 1.19949
H 1.25837 3.00250 0.02511
H 2.23649 3.53881 3.94776
H 2.46495 1.90957 4.59466
H 0.87287 2.42339 4.03834
H 4.54383 3.05023 2.44829
H 3.80962 3.62668 0.96010
H 4.59867 2.04851 1.00225
H 4.37190 1.18892 3.44977
H 5.91603 -0.15677 4.70402
H 5.78361 -2.64339 4.67430
H 3.97889 -3.70886 3.25973
C -0.47688 -2.76724 1.99807
H -0.30484 -3.81593 1.74907
H -1.56000 -2.60914 2.05351
H -0.06047 -2.64055 2.99974
Te 1.75086 -4.50700 -0.23803
C 1.47817 -5.66536 -1.98395
C 0.66457 -6.80048 -1.92980
C 0.42456 -7.57260 -3.05793
C 0.99295 -7.23202 -4.27744
C 1.81674 -6.11776 -4.34581
C 2.05935 -5.35224 -3.21342
H 0.19997 -7.06610 -0.98871
H -0.22077 -8.44018 -2.98277
H 0.80082 -7.82977 -5.15961
H 2.27670 -5.84034 -5.28769
H 2.71193 -4.49427 -3.28751
S 5.45153 -1.78240 -1.40099
C 4.28319 -2.17123 -2.58688
C 3.04567 -1.95896 -2.08822
N 3.00219 -1.43586 -0.81519
C 4.20661 -1.28355 -0.35145
H 4.55263 -2.57529 -3.54543
H 2.11975 -2.16281 -2.60237
H 4.42519 -0.86294 0.61359
```

Results of the Löwdin charge analysis, in e, for atoms 1 through 8: 1.399 -0.061 -0.364 -0.046 -0.283 0.014 -0.218 -0.362



(2)
The following is a DFT calculation (ωB97M-V/def2-TZVPD) of a molecular structure, C46H74F9N3O9S.

E_HOMO, eV: -8.295
Multiplicity: 1
Energy, eV: -107090.610

```
142
C46H74F9N3O9S (ωB97M-V/def2-TZVPD)
N 0.48314 -3.06059 -0.95309
C 0.35045 -1.71944 -0.53104
O 0.11152 -1.48095 0.64164
C 0.46381 -0.56901 -1.52230
C -0.49870 -0.72207 -2.76616
C -1.87720 -0.19720 -2.34288
C -2.23952 1.11690 -2.48857
C -1.33035 2.15443 -3.12554
C -0.06217 2.52838 -2.30823
C 0.27322 3.99348 -2.60728
F 0.31274 4.21457 -3.93859
F -0.74378 4.76851 -2.11292
C 1.56216 4.52878 -1.92409
F 1.36671 4.64504 -0.59907
F 1.73457 5.79473 -2.38888
C 2.88543 3.75433 -2.26327
F 2.82188 3.10276 -3.43142
F 3.86166 4.68511 -2.40131
C 3.39117 2.83487 -1.10591
F 3.84074 3.56499 -0.09127
F 4.43468 2.12365 -1.56824
F 2.46052 1.97691 -0.68983
C -3.57026 1.51148 -2.01681
C -4.08848 2.94771 -2.07357
C -4.43269 3.46775 -0.65198
C -3.17126 3.84040 0.13374
O -3.47238 3.81856 1.53264
C -4.41315 0.59936 -1.49300
C -4.08759 -0.77306 -1.36354
N -4.84951 -1.74894 -0.89388
S -3.90858 -3.07867 -0.96103
N -2.57342 -2.46281 -1.59611
C -2.76472 -1.16003 -1.79266
H 1.37677 -3.12301 -1.44470
H 0.61764 -3.60358 -0.09932
H 1.49524 -0.35022 -1.82957
H 0.11190 0.30986 -0.98254
H -0.58234 -1.78593 -3.00586
H -0.08738 -0.11265 -3.57595
H -1.90433 3.04875 -3.37107
H -0.98542 1.76466 -4.09438
H -0.14906 2.33792 -1.23688
H 0.78711 1.95344 -2.70160
H -5.02952 2.94149 -2.63754
H -3.38493 3.66294 -2.50755
H -5.01371 2.73908 -0.07481
H -5.02300 4.40081 -0.73851
H -2.85982 4.86512 -0.12722
H -2.34674 3.14845 -0.11313
H -2.66218 3.97706 2.02784
H -5.40984 0.90963 -1.17416
C 2.24566 -6.07677 3.86926
C 0.72647 -5.99013 3.89567
C 0.44393 -5.09745 2.69686
O 1.49023 -5.34458 1.74729
C 2.53107 -6.10108 2.37634
H 2.64461 -6.94491 4.39203
H 2.67611 -5.17796 4.31877
H 0.29501 -6.98181 3.73553
H 0.32447 -5.59135 4.82600
H 0.47756 -4.03828 2.97111
H -0.52290 -5.30451 2.23421
H 2.49341 -7.12323 1.98185
H 3.49991 -5.66773 2.12396
C -5.89824 0.92298 3.80586
C -7.41724 1.00394 3.74436
C -7.63640 1.73644 2.43000
O -6.54767 1.37999 1.57412
C -5.53902 0.71207 2.34427
H -5.52627 0.12917 4.45294
H -5.48800 1.87239 4.15926
H -7.84126 -0.00203 3.68812
H -7.86630 1.51518 4.59540
H -7.61512 2.82256 2.57248
H -8.57880 1.46776 1.94985
H -5.56008 -0.35078 2.07847
H -4.55758 1.11469 2.08887
C 7.89346 4.70156 -4.71420
C 6.61839 3.98363 -4.30503
C 6.02065 3.61388 -5.65448
O 7.12041 3.41982 -6.54917
C 8.32102 3.90499 -5.93571
H 8.65216 4.72317 -3.93424
H 7.66566 5.73253 -5.00010
H 6.86752 3.07886 -3.74361
H 5.94930 4.58868 -3.69607
H 5.39920 4.42546 -6.04946
H 5.41859 2.70430 -5.61545
H 8.92981 3.03995 -5.65090
H 8.88262 4.50251 -6.65528
C 9.61400 3.14674 0.46505
C 8.09486 3.19339 0.37677
C 7.88176 3.91995 -0.94176
O 8.99615 3.58565 -1.77921
C 10.00394 2.94253 -0.99073
H 9.99303 2.36281 1.11947
H 9.99537 4.10570 0.82472
H 7.69457 2.17817 0.31441
H 7.61988 3.69486 1.21903
H 7.87576 5.00634 -0.80129
H 6.95455 3.62966 -1.43719
H 10.01384 1.87926 -1.25346
H 10.97929 3.36791 -1.23014
C -5.89965 8.12337 -2.63244
C -4.78182 8.74649 -1.80884
C -4.38228 7.59282 -0.90253
O -4.63034 6.38765 -1.63723
C -5.40016 6.69752 -2.80490
H -6.08040 8.62708 -3.58116
H -6.83095 8.12809 -2.06060
H -3.94738 9.01769 -2.46045
H -5.08431 9.63502 -1.25619
H -4.99447 7.56872 0.00512
H -3.33151 7.63078 -0.61124
H -4.74419 6.60974 -3.67784
H -6.21182 5.97528 -2.90666
C 2.12184 -11.10262 4.13412
C 2.87053 -11.40479 5.42425
C 3.23511 -10.00941 5.90604
O 2.19900 -9.13203 5.44780
C 1.38223 -9.82457 4.49632
H 1.45510 -11.90231 3.81436
H 2.83346 -10.90858 3.32758
H 2.19924 -11.88533 6.14027
H 3.73934 -12.04752 5.28876
H 4.18252 -9.67366 5.47065
H 3.31057 -9.94478 6.99208
H 0.41972 -10.04380 4.97107
H 1.20473 -9.18130 3.63277
C -4.87604 -6.10852 3.44166
C -4.07961 -7.11592 2.62410
C -4.39250 -6.67858 1.20117
O -4.60754 -5.26418 1.24561
C -4.72459 -4.84453 2.60956
H -4.51767 -5.98912 4.46345
H -5.92626 -6.40843 3.48110
H -3.01167 -6.99785 2.82663
H -4.34983 -8.15320 2.81848
H -5.30920 -7.15087 0.83204
H -3.58299 -6.90125 0.50436
H -3.81233 -4.29983 2.87709
H -5.57419 -4.16795 2.71012
```

Results of the Löwdin charge analysis, in e, for atoms 1 through 8: 0.139 -0.513 0.054 -0.099 -0.090 -0.119 -0.093 -0.098



(3)
The following is a DFT calculation (ωB97M-V/def2-TZVPD) of a molecular structure, C46H77N12O7S2.

E_HOMO, eV: -9.109
Total charge: +1
Multiplicity: 1
Energy, eV: -102817.345

```
144
C46H77N12O7S2 (ωB97M-V/def2-TZVPD)
C 5.56350 -4.25769 1.85043
C 5.56927 -2.89214 2.70309
C 4.06117 -2.62619 3.14245
C 3.65125 -1.06477 3.15064
C 2.08539 -1.03236 3.38034
C 1.43183 0.43314 3.43487
C -0.15266 0.25765 3.00399
C -1.16569 1.23141 3.81003
C -2.54089 0.55054 4.29383
C -3.06515 -0.59745 3.33490
C -4.53338 -1.12523 3.61621
C -4.89488 -2.38402 2.65076
C -3.76579 -2.63941 1.57414
C -4.05961 -3.78569 0.51356
C -2.65623 -4.40158 0.06727
C -1.33136 -3.71948 -0.06888
C -0.97272 -2.20790 0.14995
C -1.73233 -1.37071 -0.98022
C -1.46926 0.19433 -0.86606
S -2.61559 1.00029 -2.07158
O -3.94301 1.30522 -1.47898
O -2.85847 0.00511 -3.15290
O -1.93886 2.32817 -2.82748
N -0.28248 -4.63811 -0.45517
S 1.41207 -4.30235 -0.67908
C -0.97729 -5.86098 -0.60062
C -0.09435 -7.07009 -1.07225
C 0.16217 -6.84263 -2.64334
O -0.81315 -6.49162 -3.29319
O 1.40366 -7.07411 -3.26839
C 2.08457 -5.87217 -3.59699
C 1.41186 -4.54601 -4.11241
O 3.30347 -5.90157 -3.50907
N -2.32256 -5.75616 -0.30627
C -3.28580 -6.88131 -0.38993
C -3.35400 -7.78861 0.91253
O -2.15337 -7.77045 1.70260
H 4.66401 -4.33371 1.15902
H 5.50997 -5.18016 2.51738
H 6.48554 -4.34683 1.19517
H 6.13893 -3.14191 3.66050
H 6.03401 -2.02758 2.14858
H 3.38465 -3.12948 2.36529
H 3.79560 -3.13417 4.13018
H 4.20727 -0.55412 3.99169
H 3.97410 -0.67063 2.13123
H 1.61342 -1.55600 2.47394
H 1.76915 -1.64036 4.27935
H 1.47704 0.77031 4.52009
H 1.97944 1.17504 2.78543
H -0.36426 -0.84641 3.09687
H -0.18298 0.54577 1.89698
H -1.46751 2.05540 3.07532
H -0.58197 1.74566 4.62519
H -3.34921 1.34517 4.36362
H -2.33348 0.09159 5.32004
H -2.91153 -0.21799 2.26868
H -2.36511 -1.48439 3.51261
H -4.60768 -1.42543 4.70696
H -5.25635 -0.27383 3.40792
H -5.05098 -3.26402 3.36232
H -5.90019 -2.16160 2.18532
H -3.62468 -1.68128 0.97370
H -2.80110 -2.93812 2.10180
H -4.68276 -4.61077 0.97668
H -4.57042 -3.37731 -0.40692
H 0.12613 -1.96193 0.04689
H -1.27160 -1.84980 1.19197
H -1.37975 -1.79829 -1.97712
H -2.84883 -1.53617 -0.92345
H -0.40686 0.37984 -1.24389
H -1.62810 0.58281 0.19422
H -1.12943 2.63470 -2.36324
H 2.00286 -4.44822 0.57956
H 0.87759 -7.02311 -0.49432
H -0.56830 -8.08636 -0.91028
H 0.70022 -4.05658 -3.38609
H 2.19235 -3.76468 -4.38834
H 0.81691 -4.78563 -5.04901
H -2.95199 -7.52382 -1.27079
H -4.29046 -6.43403 -0.68529
H -3.56369 -8.85804 0.56693
H -4.28027 -7.49760 1.51626
H -2.47520 -7.78812 2.62947
C -1.62487 -1.21889 8.49264
C -0.72346 -1.25724 7.30773
N -0.02272 -1.28701 6.38713
H -1.36463 -2.02228 9.18211
H -1.52224 -0.26213 9.00515
H -2.66033 -1.34344 8.17452
C -0.02585 5.70857 -0.54839
C 0.66010 4.40243 -0.32430
N 1.19214 3.38531 -0.14998
H -0.31582 5.80132 -1.59576
H -0.91865 5.77000 0.07465
H 0.64506 6.52868 -0.29091
C 2.94118 0.42138 -2.70701
C 2.16520 0.47700 -1.43709
N 1.56249 0.52032 -0.44848
H 4.00660 0.51142 -2.49176
H 2.76029 -0.52437 -3.21777
H 2.63830 1.24006 -3.36009
C -3.84121 4.57451 -2.32730
C -3.86432 6.06257 -2.44430
N -3.88259 7.23924 -2.53811
H -3.28940 4.14331 -3.16138
H -3.35659 4.28387 -1.39413
H -4.85933 4.18428 -2.33588
C -0.30524 9.13748 -4.30486
C -1.46010 8.53766 -3.57795
N -2.37058 8.06732 -3.01553
H 0.33782 8.34825 -4.69673
H -0.66518 9.74758 -5.13456
H 0.27412 9.76491 -3.62586
C -5.31377 10.22632 -2.96915
C -5.27827 11.53403 -3.68264
N -5.25072 12.54979 -4.23757
H -4.40269 9.66586 -3.17561
H -5.39335 10.39183 -1.89460
H -6.17231 9.64413 -3.30382
C 3.32168 11.81462 -3.05823
C 2.16672 11.21231 -2.33588
N 1.26904 10.74407 -1.77382
H 3.96577 11.02670 -3.44927
H 2.96250 12.42562 -3.88672
H 3.89816 12.44111 -2.37733
C 4.80318 1.15506 -6.43437
C 3.60541 0.30845 -6.17402
N 2.66663 -0.35718 -5.98521
H 5.27838 1.42538 -5.49092
H 5.51756 0.60679 -7.04887
H 4.50709 2.06445 -6.95777
C 3.08703 4.74022 2.48794
C 1.96902 4.15085 3.27496
N 1.10029 3.69289 3.88672
H 3.72080 3.94572 2.09316
H 2.68843 5.32325 1.65771
H 3.68611 5.39092 3.12558
C 5.68372 -7.61136 -2.24984
C 5.34720 -7.47375 -0.80542
N 5.08780 -7.36676 0.31828
H 5.99815 -6.64776 -2.65020
H 6.49368 -8.33094 -2.37403
H 4.81071 -7.95769 -2.80211
```

Results of the Löwdin charge analysis, in e, for atoms 1 through 8: -0.151 -0.240 -0.238 -0.205 -0.240 -0.194 -0.191 -0.195



Lowest unoccupied orbital energy / eV: 2.25 0.01 -2.69